No. 1
DFT (ωB97M-V/def2-TZVPD) results for C19H42NO2P3PdSe as an isolated structure.

**Total charge**: +4
**Highest occupied orbital energy (spin up / spin down)**: -18.66 / -19.32 eV
**2S+1**: 5

Each line ends with the Mulliken charge.
Atoms and positions in Å:
1 H 1.886 -2.027 -0.305  0.29
2 H -1.223 -0.191 0.235  0.11
3 H -2.855 -0.222 -1.827  0.35
4 H -0.628 -2.553 -3.825  0.36
5 C -3.342 0.143 2.019  -1.03
6 C -2.852 2.210 0.005  -0.96
7 H -0.517 4.462 1.028  0.36
8 O 0.046 -2.242 1.939  -0.65
9 H 1.256 4.360 1.031  0.35
10 H -2.469 2.897 0.767  0.16
11 H 0.133 -2.450 6.276  0.38
12 H -1.496 -2.780 -7.459  0.39
13 H -2.691 0.461 2.839  0.12
14 H 1.550 -2.169 5.495  0.35
15 O -0.195 -0.669 3.570  -0.78
16 C 0.106 -2.911 4.231  -0.68
17 H 0.638 0.613 -6.472  0.45
18 N 0.535 -2.101 5.401  -0.16
19 C 0.359 4.241 1.647  -1.25
20 C 3.391 1.505 -0.154  -1.11
21 H -2.070 2.834 2.997  0.41
22 P -2.553 0.489 0.444  0.75
23 H 0.398 4.960 2.478  0.48
24 H 3.364 2.347 0.551  0.28
25 H -4.309 0.655 2.115  0.48
26 C -0.014 -1.051 -5.265  0.43
27 H 4.211 -0.535 1.791  0.53
28 C -0.223 -0.643 -2.895  -0.62
29 P 0.262 2.533 2.287  0.96
30 H 2.644 2.440 2.861  0.40
31 H 0.348 -3.100 -7.594  0.36
32 H 1.620 1.486 3.985  0.14
33 C -0.316 -1.513 -3.986  -0.56
34 C -0.802 -4.648 -6.698  -0.17
35 H 0.059 -5.306 -6.507  0.30
36 H -2.968 -1.571 -0.662  0.43
37 Pd 0.195 0.908 0.567  0.37
38 H -2.347 2.435 -0.946  0.26
39 H 2.709 -1.447 2.163  0.28
40 H -1.180 1.662 4.016  0.13
41 H 3.014 1.852 -1.125  0.28
42 H 2.062 -0.916 -1.699  0.22
43 H -3.510 -0.938 2.080  0.44
44 C 0.133 0.710 -3.094  0.59
45 H -4.361 -0.439 -0.843  0.48
46 H -0.104 -1.729 -6.107  -0.34
47 C -1.115 2.618 3.487  -1.07
48 Se 0.074 2.024 -1.766  0.28
49 H -1.797 -5.026 -6.425  0.31
50 H 4.425 1.143 -0.250  0.50
51 H 1.679 3.251 4.123  0.56
52 H 0.226 -1.123 5.144  0.25
53 C -0.019 -1.862 3.121  0.64
54 C 0.498 1.133 -4.393  -0.64
55 H -0.909 3.407 4.223  0.51
56 H 0.865 -3.665 4.005  0.33
57 C 0.399 0.265 -5.471  -0.95
58 C -0.646 -3.454 -7.275  -0.14
59 C 1.697 2.415 3.411  -1.18
60 P 2.329 0.163 0.451  0.77
61 H 0.827 2.155 -4.536  0.50
62 H -3.929 2.381 -0.120  0.53
63 H -0.851 -3.394 4.455  0.32
64 C 3.127 -0.455 1.954  -1.14
65 C -3.268 -0.533 -0.858  -1.25
66 H 2.930 0.206 2.805  0.25
67 C 2.477 -1.203 -0.725  -1.02
68 H 3.529 -1.501 -0.827  0.52
69 H -0.442 -0.999 -1.883  0.75

Atoms 1-2, force components in eV/Å:
H 0.177 0.012 -0.179
H -0.737 0.538 0.671

***

No. 2
DFT (ωB97M-V/def2-TZVPD) results for C19H42NO2P3Yb as an isolated structure.

**Total charge**: +3
**Highest occupied orbital energy (spin up / spin down)**: -16.50 / -16.50 eV
**2S+1**: 2

Each line ends with the Mulliken charge.
Atoms and positions in Å:
1 P 2.397 -1.715 -0.617  0.92
2 H -3.745 -3.542 0.695  0.30
3 H 2.933 3.017 0.088  0.39
4 H -0.249 -2.177 -4.075  0.36
5 H 1.064 4.360 2.185  0.41
6 H 0.521 -1.320 4.326  0.18
7 H -1.258 0.259 -1.782  0.30
8 C -2.743 -3.928 0.497  -0.54
9 H -2.260 -0.115 -7.319  0.41
10 H -0.587 2.380 3.475  0.21
11 H 2.169 2.843 -1.512  0.41
12 C -0.802 -1.339 -4.480  -0.47
13 C -0.631 3.466 -1.066  -1.22
14 H 3.839 -0.479 3.951  0.25
15 H 1.054 0.243 4.978  0.27
16 H -0.443 4.524 -1.315  0.47
17 H -3.844 0.820 1.059  0.42
18 H 2.168 4.442 -0.681  0.41
19 C 2.368 -3.547 -0.506  -1.21
20 H -3.538 -0.606 3.425  0.41
21 O 1.320 -0.055 2.087  -0.06
22 C -2.490 -0.825 3.172  -1.05
23 H 2.667 -1.990 -3.072  0.57
24 H -2.246 2.113 4.130  0.44
25 H -2.474 1.426 -3.324  0.38
26 H -1.669 3.360 -0.714  0.28
27 C 1.378 -0.654 4.443  -1.03
28 H 4.476 -0.407 -0.540  0.36
29 H -3.011 2.401 1.222  0.32
30 H 0.996 -1.564 -2.598  -0.07
31 H 3.828 -0.204 2.211  0.16
32 P -1.767 0.604 2.272  0.90
33 H -0.923 0.967 4.546  0.32
34 H -2.146 -4.316 2.524  0.32
35 H 2.233 -0.301 -2.594  0.42
36 H -2.421 -3.885 -0.543  0.28
37 H -0.996 -2.084 -6.519  0.41
38 C -1.334 1.618 3.755  -1.11
39 H 2.156 -1.148 5.035  0.48
40 H -3.920 1.721 2.616  0.49
41 C -2.404 0.827 -5.407  -0.71
42 N 3.319 -0.332 3.087  -0.32
43 C 4.212 -1.481 -0.485  -1.31
44 C -1.239 -1.286 -5.821  -0.65
45 C -1.883 -4.285 1.464  -0.55
46 H -1.924 -1.004 4.099  0.46
47 C 2.061 -1.376 -2.386  -1.05
48 C 1.998 -0.322 3.138  0.89
49 H 1.349 -3.883 -0.242  0.26
50 C 0.388 4.465 1.324  -1.36
51 H 2.683 -3.987 -1.469  0.42
52 P 0.499 2.937 0.289  0.90
53 H -0.872 -4.657 1.224  0.24
54 C 2.094 3.351 -0.539  -1.31
55 H -3.001 1.688 -5.751  0.38
56 C -2.061 0.721 -4.046  -0.34
57 C -1.149 -0.273 -3.653  0.83
58 C -3.294 1.478 1.747  -1.36
59 H 3.077 -3.832 0.293  0.43
60 H -0.627 4.614 1.717  0.39
61 H 4.564 -1.918 0.470  0.40
62 H -0.523 2.857 -1.974  0.42
63 O -0.554 -0.111 -2.354  -0.19
64 H -2.448 -1.725 2.541  0.05
65 Yb 0.308 0.026 0.143  0.16
66 C -2.000 -0.198 -6.270  -0.48
67 H 4.672 -2.022 -1.331  0.42
68 H 0.686 5.364 0.759  0.50

Atoms 1-2, force components in eV/Å:
P 0.690 -0.857 -1.062
H 0.219 -0.368 0.070

***

No. 3
DFT (ωB97M-V/def2-TZVPD) results for a 3-piece molecular cluster, C19H42NO3 overall.

**Total charge**: +1
**Highest occupied orbital energy**: -10.73 eV
**2S+1**: 1

Each line ends with the Mulliken charge.
Atoms and positions in Å:
1 C -0.787 -1.031 -6.109  -1.40
2 H -1.214 -0.100 -3.738  0.26
3 C 1.891 0.868 0.875  -0.53
4 C 0.280 3.667 0.179  -0.76
5 H 1.175 -4.098 1.653  0.38
6 H 3.428 -1.929 2.413  0.44
7 H 0.914 0.361 0.773  0.33
8 H 0.284 4.635 -2.469  0.40
9 H -1.456 4.887 0.738  0.28
10 O 2.364 1.361 -0.409  -0.37
11 C 1.303 1.618 -1.247  -0.23
12 H 1.256 -0.736 3.933  0.25
13 H 4.516 0.195 0.008  0.29
14 H -0.470 2.771 -1.566  0.27
15 C -2.233 1.005 -5.838  -1.30
16 H 1.965 4.528 -1.780  0.40
17 H 0.703 -1.910 1.071  0.13
18 H -2.512 -2.652 3.046  0.31
19 C 0.585 -1.039 3.111  -1.02
20 C 1.245 -3.431 2.532  -1.35
21 H -3.456 -4.033 5.331  0.27
22 H 0.202 -1.455 -5.927  0.35
23 H 2.463 1.019 -2.996  0.40
24 H -5.704 -3.217 4.562  0.39
25 H 2.423 3.143 -3.984  0.45
26 C -4.861 -3.308 3.876  -1.26
27 H -0.102 1.005 -6.109  0.26
28 C 1.288 -1.929 2.019  0.91
29 H -1.508 -1.664 -5.584  0.34
30 H -3.002 0.439 -5.303  0.34
31 H -0.267 -1.613 3.557  0.26
32 C 2.979 0.054 1.630  0.63
33 C -3.536 -3.214 4.615  0.34
34 H 3.012 -1.908 0.671  0.23
35 H -4.203 -1.750 6.071  0.42
36 H -4.940 -2.521 3.120  0.32
37 H -2.273 2.030 -5.462  0.33
38 H -3.434 -1.051 4.633  0.30
39 H 0.105 -0.151 2.641  0.22
40 H 0.828 1.091 -3.122  0.25
41 H 2.140 -3.703 3.124  0.32
42 C 0.552 2.988 -1.176  0.68
43 H -2.484 1.013 -6.899  0.41
44 H 1.698 1.783 1.480  0.12
45 C 2.741 -1.487 1.660  -1.46
46 H -1.534 3.037 1.210  0.25
47 H 4.838 1.271 1.467  0.35
48 H 5.082 -0.472 1.554  0.41
49 C 4.432 0.308 1.102  -1.50
50 H 0.476 0.878 -1.191  0.34
51 C 1.147 3.982 -2.279  -0.87
52 C -0.991 3.886 0.749  -0.74
53 H 1.176 3.975 0.762  0.42
54 C -0.859 0.400 -5.605  0.44
55 H 0.369 -3.620 3.181  0.28
56 H -4.940 -4.262 3.352  0.32
57 H 2.974 0.415 2.678  0.42
58 N 1.650 1.570 -2.720  0.18
59 H -2.444 -1.826 5.861  0.30
60 O -2.458 -3.365 3.689  -0.48
61 H 0.610 2.901 -4.001  0.12
62 C -3.402 -1.884 5.342  -1.22
63 H -0.996 -1.082 -7.178  0.41
64 C 1.527 2.926 -3.379  -0.42
65 O -0.554 0.430 -4.198  -0.59

Atoms 1-2, force components in eV/Å:
C 0.279 -0.072 0.120
H -0.065 -0.045 -0.057

***

Maximum force readings, ordered: 4.7, 2.5, 2.8 eV Å⁻¹